Entry 1:
Density functional theory data (ωB97M-V/def2-TZVPD) for a structure of composition C28H35ClInN5PS at a distorted geometry.

Cartesian coordinates (Å):
C1 2.89060 0.12573 1.36913
C2 3.28652 -1.02465 0.43384
C3 2.69329 -2.34758 0.91788
Cl1 3.94924 -3.66030 0.73922
In1 0.83363 -2.80891 -0.27094
P1 -1.18244 -1.50722 0.67868
S1 -2.47698 -1.04344 -0.77080
H1 2.91367 -0.25254 2.38462
H2 1.88762 0.48357 1.15380
H3 3.57944 0.95646 1.26027
H4 4.36831 -1.08708 0.35599
H5 2.91554 -0.79161 -0.56159
H6 2.49447 -2.29154 1.98095
H7 1.10367 -2.12248 -1.89327
H8 0.47271 -4.53407 -0.44304
H9 -1.79229 -2.24213 1.71937
H10 -0.73354 -0.29810 1.24010
N1 -2.74119 1.01192 2.43269
C4 -3.05022 2.05555 1.66986
C5 -2.93292 3.37298 2.09126
C6 -2.47539 3.61727 3.37522
C7 -2.14905 2.53843 4.18204
C8 -2.29688 1.26122 3.66172
H11 -3.40010 1.81015 0.67233
H12 -3.19366 4.18625 1.42734
H13 -2.37306 4.63273 3.73716
H14 -1.78408 2.68206 5.19035
H15 -2.04389 0.38758 4.25436
N2 -3.88376 -4.73806 -5.03756
C9 -2.88830 -5.61276 -5.17176
C10 -1.67648 -5.50606 -4.50816
C11 -1.48449 -4.43473 -3.64759
C12 -2.50827 -3.51709 -3.48888
C13 -3.67951 -3.71418 -4.20624
H16 -3.07853 -6.43889 -5.85057
H17 -0.90216 -6.24838 -4.65618
H18 -0.55356 -4.31395 -3.10538
H19 -2.39112 -2.67509 -2.81568
H20 -4.50694 -3.01988 -4.10876
N3 4.38973 -0.37227 4.47996
C14 5.20393 -1.41508 4.33511
C15 6.34623 -1.60566 5.09937
C16 6.65859 -0.66218 6.06396
C17 5.82066 0.43005 6.22451
C18 4.70323 0.52619 5.40917
H21 4.92258 -2.12674 3.56419
H22 6.97228 -2.47253 4.93900
H23 7.54183 -0.77475 6.68028
H24 6.02811 1.19207 6.96366
H25 4.02052 1.36481 5.49911
N4 0.09268 -2.00402 -7.23885
C19 0.72400 -1.66200 -8.35878
C20 1.32287 -2.57207 -9.21645
C21 1.26408 -3.91724 -8.89057
C22 0.61274 -4.29088 -7.72755
C23 0.04487 -3.30089 -6.93806
H26 0.74919 -0.59887 -8.57494
H27 1.82203 -2.23372 -10.11463
H28 1.72003 -4.66120 -9.53209
H29 0.54412 -5.32919 -7.43249
H30 -0.47197 -3.55246 -6.02174
N5 -2.36548 7.34953 2.89843
C24 -3.18034 7.59560 1.87522
C25 -4.46643 8.09381 2.01828
C26 -4.93435 8.34984 3.29627
C27 -4.09989 8.09900 4.37300
C28 -2.83082 7.60182 4.11978
H31 -2.77649 7.37697 0.89268
H32 -5.08397 8.27303 1.14908
H33 -5.93350 8.73644 3.45089
H34 -4.42481 8.28123 5.38811
H35 -2.14616 7.39017 4.93435

Output
HOMO-LUMO gap ... 0.2304 hartree
Net charge ... -1

=====

Entry 2:
Density functional theory data (ωB97M-V/def2-TZVPD) for a cluster of 3 separate species, C28H35F3N2O3S2 in total at a distorted geometry.

Cartesian coordinates (Å):
C1 4.53851 3.29937 -0.67393
C2 3.92115 2.27137 -0.64896
C3 3.21781 0.96787 -0.45851
C4 3.71225 0.17554 -1.70614
C5 4.44648 0.73889 -2.72246
C6 3.62456 0.23263 0.86689
C7 3.26360 -1.27072 0.71097
C8 4.48724 -2.17861 0.30918
N1 4.55865 -3.43695 1.05484
C9 3.06835 0.88576 2.18419
C10 3.35243 0.03358 3.45572
C11 4.86029 -0.09636 3.70134
C12 5.68440 -0.93372 2.99897
C13 3.66876 2.27857 2.48626
F1 3.70664 2.55765 3.78844
F2 3.02480 3.30244 1.93203
F3 4.93666 2.35127 2.08397
S1 1.22517 0.91637 1.96626
O1 0.63051 2.10011 2.49618
O2 0.75770 -0.21801 2.69935
O3 0.83737 0.59867 0.45104
C14 1.63519 1.27307 -0.56678
S2 1.04533 0.51538 -2.16386
N2 1.33595 2.65794 -0.69786
C15 -0.07956 2.96299 -1.00356
C16 -0.26899 3.58047 -2.42746
H1 5.02807 4.23833 -0.76617
H2 3.52988 -0.89577 -1.80935
H3 4.02282 1.42343 -3.45718
H4 5.48758 0.42010 -2.82100
H5 4.71514 0.29684 0.89982
H6 2.50444 -1.45310 -0.05915
H7 2.85202 -1.74973 1.60112
H8 5.43173 -1.62420 0.37920
H9 4.40556 -2.45710 -0.74735
H10 3.83747 -4.05210 0.69462
H11 4.35937 -3.26763 2.03369
H12 2.83572 0.44036 4.32723
H13 2.96788 -0.98873 3.37795
H14 5.23386 0.52834 4.52107
H15 5.63494 -2.02159 3.07013
H16 6.42421 -0.49030 2.32253
H17 0.45395 -0.64095 -1.78157
H18 1.55522 3.17812 0.14621
H19 -0.77546 2.14060 -0.82598
H20 -0.38291 3.75892 -0.31073
H21 -1.14523 3.08924 -2.86577
H22 0.62658 3.45424 -3.03474
H23 -0.54139 4.63479 -2.32186
C17 -2.64539 -2.74401 1.00664
C18 -2.24798 -1.44697 0.71063
C19 -2.87381 -0.74710 -0.31324
C20 -3.89260 -1.34468 -1.04304
C21 -4.28357 -2.64488 -0.75193
C22 -3.66120 -3.34390 0.27372
H24 -2.16267 -3.28772 1.80899
H25 -1.45102 -0.98115 1.27880
H26 -2.56602 0.26630 -0.54208
H27 -4.38142 -0.79670 -1.83985
H28 -5.07492 -3.11400 -1.32413
H29 -3.96783 -4.35699 0.50224
C23 -8.77013 -0.25214 -0.58715
C24 -9.91054 -0.20628 -1.37742
C25 -9.86964 -0.67302 -2.68431
C26 -8.68680 -1.18218 -3.20251
C27 -7.54427 -1.22000 -2.41470
C28 -7.58559 -0.75657 -1.10676
H30 -8.80381 0.10606 0.43405
H31 -10.83276 0.19313 -0.97416
H32 -10.76013 -0.64002 -3.29945
H33 -8.65518 -1.54862 -4.22098
H34 -6.61958 -1.61239 -2.82122
H35 -6.69449 -0.78850 -0.49210

Output
HOMO-LUMO gap ... 0.2727 hartree
SMILES string ... C#C[C@@]1(C=C)[C@H](CCN)[C@@](CC=C)(C(F)(F)F)S(=O)(=O)O[C@@]1(S)NCC.c1ccccc1.c1ccccc1

=====

Entry 3:
Density functional theory data (ωB97M-V/def2-TZVPD) for a structure of composition C28H35N10Ni2O9 at a distorted geometry.

Cartesian coordinates (Å):
Ni1 -33.86444 -4.39239 22.31556
Ni2 -36.96936 -6.70130 19.92301
N1 -36.06875 -3.40029 20.42098
O1 -35.11715 -3.35793 21.12937
O2 -36.51274 -4.50709 20.11681
O3 -36.57480 -2.39769 20.00770
N2 -33.64101 -6.73364 20.15892
O4 -33.33785 -5.91261 21.01259
O5 -32.83349 -7.45730 19.63854
O6 -34.84892 -6.81338 19.82914
N3 -36.28722 -6.34088 23.15725
O7 -35.31851 -5.57778 23.12899
O8 -36.81003 -6.71276 24.13682
O9 -36.69642 -6.68756 22.02346
N4 -35.25196 -0.04859 20.91517
C1 -33.92897 -0.44478 20.84913
C2 -33.15009 0.52122 21.48958
C3 -34.02662 1.38848 22.09782
C4 -35.31526 1.08299 21.65747
H1 -36.06156 -0.55224 20.58201
H2 -33.65178 -1.39516 20.41746
H3 -32.10791 0.40426 21.74759
H4 -33.80392 2.13407 22.84676
H5 -36.24071 1.57860 21.91104
N5 -34.66268 -10.70039 23.63317
C5 -34.42412 -9.38215 23.69180
C6 -33.53349 -9.05241 22.71041
C7 -33.17012 -10.31420 22.05642
C8 -33.84757 -11.27688 22.71670
H6 -35.31441 -11.18203 24.23598
H7 -34.88116 -8.68746 24.38094
H8 -33.09219 -8.12255 22.38328
H9 -32.44933 -10.29425 21.25240
H10 -33.91185 -12.31601 22.42953
N6 -31.26263 -6.48427 27.41559
C9 -31.69027 -7.26746 26.41472
C10 -33.05187 -7.03793 26.25306
C11 -33.43490 -6.00705 27.14207
C12 -32.30383 -5.68650 27.84197
H11 -30.30618 -6.47924 27.74008
H12 -30.96993 -7.88085 25.89390
H13 -33.68280 -7.38107 25.44648
H14 -34.31642 -5.39457 27.26125
H15 -32.24317 -4.87226 28.54889
N7 -31.30514 -4.39018 22.27273
C13 -31.83876 -3.15364 22.02847
C14 -32.50780 -2.69407 23.12759
C15 -32.49596 -3.75713 24.03734
C16 -31.74428 -4.79712 23.47197
H16 -30.68496 -4.92205 21.67895
H17 -31.61933 -2.70678 21.07005
H18 -33.03321 -1.75339 23.20149
H19 -32.95332 -3.69867 25.01396
H20 -31.47396 -5.71441 23.97387
N8 -35.68763 -1.02705 23.95332
C17 -36.56407 -2.02031 23.53579
C18 -36.51800 -3.03986 24.46987
C19 -35.76764 -2.55045 25.52982
C20 -35.18780 -1.39019 25.18199
H21 -35.58396 -0.20640 23.37378
H22 -37.11299 -1.85849 22.61988
H23 -37.00558 -3.98301 24.27205
H24 -35.56032 -2.94871 26.51208
H25 -34.52473 -0.68868 25.66636
N9 -27.82377 -1.87657 26.53555
C21 -28.10705 -2.35816 25.26774
C22 -29.17936 -3.21727 25.30955
C23 -29.65001 -3.18533 26.64758
C24 -28.82795 -2.27293 27.38138
H26 -27.08623 -1.25539 26.83598
H27 -27.48795 -2.27606 24.38663
H28 -29.47705 -3.82737 24.46956
H29 -30.46845 -3.76472 27.04865
H30 -28.74768 -1.80621 28.35202
N10 -34.49432 -3.25768 17.48662
C25 -33.80156 -4.35629 17.85841
C26 -32.58582 -4.01678 18.42089
C27 -32.51758 -2.62515 18.44976
C28 -33.74021 -2.18174 17.91396
H31 -35.40610 -3.15080 17.06550
H32 -34.18443 -5.35143 17.68668
H33 -31.81196 -4.71343 18.70758
H34 -31.67396 -2.05372 18.80778
H35 -34.08904 -1.17798 17.72108

Output
HOMO-LUMO gap (spin up / spin down) ... 0.1546 / 0.1161 hartree
Net charge ... +1
Multiplicity ... 5

=====

Entry 4:
Density functional theory data (ωB97M-V/def2-TZVPD) for a structure of composition C28H35N3OPt at a distorted geometry.

Cartesian coordinates (Å):
Pt1 -0.15709 -0.83730 -0.40187
N1 2.12974 -2.56527 0.04382
N2 2.35138 0.56865 0.28980
C1 -1.75351 -0.43910 1.11763
C2 -0.80205 -0.37179 2.21862
C3 -0.24652 -1.66095 2.40379
C4 0.80326 -2.05118 3.38659
H1 1.26929 -1.17268 3.85001
H2 1.59984 -2.63800 2.90283
H3 0.39497 -2.67645 4.19709
C5 -0.81670 -2.56596 1.46402
C6 -0.50649 -4.00550 1.33876
H4 -0.72327 -4.54293 2.27259
H5 0.55842 -4.16160 1.12374
H6 -1.08754 -4.46968 0.53388
C7 -1.78983 -1.83923 0.65479
C8 -2.72935 -2.38389 -0.35914
H7 -2.27871 -3.23304 -0.89242
H8 -2.96314 -1.60605 -1.09676
H9 -3.67587 -2.73302 0.07556
C9 -0.48129 0.87798 2.95519
H10 -0.55384 0.74380 4.04652
H11 -1.17766 1.68219 2.68819
H12 0.53901 1.24119 2.74095
C10 -2.68102 0.62777 0.66360
H13 -2.60668 0.73390 -0.42540
H14 -2.40316 1.58846 1.10859
H15 -3.73242 0.42932 0.92229
C11 2.47571 -3.79175 -0.40336
H16 1.65839 -4.47719 -0.63780
C12 3.79349 -4.19763 -0.62636
H17 3.98010 -5.20932 -0.97184
C13 4.80519 -3.26748 -0.41058
H18 5.83662 -3.49932 -0.64030
C14 4.49749 -2.03556 0.12416
H19 5.21237 -1.24158 0.35000
C15 3.13563 -1.72997 0.39791
C16 2.81855 -0.49274 1.03099
H20 2.70336 -0.40347 2.11262
C17 1.13289 0.56427 -0.40080
C18 2.95295 1.83475 0.14680
H21 3.92710 2.03795 0.53571
C19 2.09693 2.60579 -0.51703
H22 2.12650 3.64651 -0.76069
N3 0.94176 1.84888 -0.76993
C20 -0.30616 2.43389 -1.17887
C21 -0.78653 3.50085 -0.40067
C22 -1.95524 4.15333 -0.80812
H23 -2.33005 4.98536 -0.20952
C23 -2.63269 3.77269 -1.96287
C24 -3.87443 4.48011 -2.39681
H24 -4.73646 3.80798 -2.38378
H25 -3.77575 4.86020 -3.41691
H26 -4.08682 5.32142 -1.73827
C25 -2.12521 2.72154 -2.72348
H27 -2.62692 2.44815 -3.65310
C26 -0.95861 2.03386 -2.35102
C27 -0.37136 0.98325 -3.23098
H28 0.63579 1.26038 -3.56912
H29 -1.01362 0.86069 -4.11189
H30 -0.30987 -0.00583 -2.73712
C28 -0.07472 3.91992 0.84648
H31 0.82286 4.51776 0.62225
H32 0.21161 3.05796 1.47050
H33 -0.74104 4.55323 1.45030
O1 0.18415 -2.58474 -2.30073
H34 -0.57436 -3.12047 -2.01670
H35 0.85067 -2.69329 -1.58230

Output
HOMO-LUMO gap (spin up / spin down) ... 0.0764 / 0.0992 hartree
Net charge ... -2
ΔE to the lowest compared entry with this formula, charge and spin ... 2.75 kcal/mol
Multiplicity ... 3

=====

Entry 5:
Density functional theory data (ωB97M-V/def2-TZVPD) for a structure of composition C28H35N5P2SSn at a distorted geometry.

Cartesian coordinates (Å):
Sn1 -0.32049 -2.46721 0.21741
C1 -1.13547 3.34017 5.30410
C2 -1.55802 2.45693 4.38887
C3 -0.99630 2.16392 3.02408
C4 0.25800 1.27727 3.01199
C5 1.56357 1.97027 3.25941
C6 1.77182 3.25552 3.57434
C7 0.78526 4.34678 3.88691
C8 0.04925 4.24555 5.24268
C9 1.24788 -3.35656 1.46160
H1 -1.71480 3.43253 6.23078
H2 -2.44267 1.85301 4.62830
H3 -0.83020 3.04563 2.39992
H4 -1.78360 1.59679 2.51503
H5 0.12444 0.46663 3.74867
H6 0.31166 0.76092 2.03595
H7 2.42169 1.29758 3.16703
H8 2.81219 3.59526 3.67578
H9 0.04281 4.50304 3.09811
H10 1.39086 5.26370 3.95326
H11 0.76938 3.96162 6.02326
H12 -0.30145 5.25189 5.52543
H13 0.65980 -4.06642 2.06526
H14 1.71920 -2.59944 2.10703
H15 1.98982 -3.88516 0.86030
P1 1.47071 -1.43019 -1.31099
P2 -1.96362 -1.10320 -1.18848
N1 2.83816 -0.31538 -1.37828
N2 2.28395 -2.72619 -2.27908
N3 -2.05646 0.65757 -1.33710
N4 -3.61823 -1.39341 -1.63379
C10 0.39605 -0.75072 -2.63138
C11 -0.98626 -1.44179 -2.70785
C12 3.71593 0.00300 -0.33202
C13 4.64345 0.92306 -0.79535
C14 4.35252 1.17606 -2.17678
C15 3.25059 0.39614 -2.51261
C16 2.48679 -4.05298 -1.89055
C17 2.91310 -4.78582 -2.99107
C18 2.97235 -3.88502 -4.09977
C19 2.60791 -2.63499 -3.63527
C20 -1.82527 1.58154 -0.31359
C21 -1.69637 2.85096 -0.86152
C22 -1.83612 2.71120 -2.28210
C23 -2.05582 1.37398 -2.54491
C24 -4.43990 -0.65975 -2.50930
C25 -5.48144 -1.46767 -2.93398
C26 -5.32512 -2.74174 -2.28472
C27 -4.19554 -2.67204 -1.49381
H16 0.87969 -0.82427 -3.61655
H17 0.28726 0.32205 -2.40434
H18 -1.54672 -1.08990 -3.58178
H19 -0.89722 -2.53603 -2.78716
H20 3.57871 -0.46402 0.63555
H21 5.44794 1.37776 -0.22793
H22 4.87561 1.84026 -2.84816
H23 2.71957 0.30095 -3.44622
H24 2.30451 -4.35579 -0.87457
H25 3.15916 -5.83622 -2.99823
H26 3.24764 -4.12565 -5.11905
H27 2.53917 -1.69125 -4.15911
H28 -1.81325 1.23341 0.70298
H29 -1.53084 3.77182 -0.32215
H30 -1.78883 3.50022 -3.02081
H31 -2.22741 0.86869 -3.48424
H32 -4.22830 0.37180 -2.73536
H33 -6.24907 -1.19014 -3.64116
H34 -5.97094 -3.59986 -2.41167
H35 -3.73185 -3.38976 -0.83212
S1 -1.84698 -2.32443 4.64433
C28 -1.41309 -1.92194 3.17758
N5 -1.08069 -1.56049 2.06894

Output
HOMO-LUMO gap (spin up / spin down) ... 0.1015 / 0.0878 hartree
Net charge ... +2
ΔE to the lowest compared entry with this formula, charge and spin ... 10.19 kcal/mol

=====

Entry 6:
Density functional theory data (ωB97M-V/def2-TZVPD) for a structure of composition C28H36As2MnSi at a distorted geometry.

Cartesian coordinates (Å):
C1 -1.27382 -1.56549 0.04914
C2 -2.19708 -0.48094 -0.04622
C3 -2.11764 0.05503 -1.34347
H1 -2.86914 -0.07690 0.69129
C4 -1.07788 -0.56354 -2.04796
C5 -0.55968 -1.61518 -1.21556
H2 0.28471 -2.21283 -1.45981
H3 -1.08008 -2.11822 0.94170
H4 -2.76245 0.79858 -1.77440
H5 -0.78902 -0.24492 -3.03500
Mn1 -0.05840 0.15527 -0.16405
C6 1.16670 4.10632 0.43565
H6 0.91075 3.49706 -0.45601
H7 1.76687 3.34784 1.01090
H8 0.08918 4.34175 0.80238
Si1 -2.66926 3.08085 -0.62633
C7 -2.76363 4.90739 0.43535
C8 -4.05719 4.83841 0.95509
H9 -4.64479 3.93063 0.85073
C9 -4.63022 5.83894 1.75680
H10 -5.63703 5.72337 2.11090
C10 -3.95946 7.00676 2.08083
H11 -4.40363 7.80067 2.69742
C11 -2.66845 7.12656 1.57248
H12 -2.11621 8.03484 1.79352
C12 -2.07039 6.12877 0.75502
H13 -1.01936 6.26691 0.47299
C13 -2.46727 4.09200 -2.31733
C14 -3.02747 5.37733 -2.58129
H14 -3.28958 6.10695 -1.80735
C15 -3.30209 5.84026 -3.89591
H15 -3.93630 6.70849 -4.12447
C16 -2.83871 5.13742 -5.01558
H16 -3.10179 5.38554 -6.05968
C17 -2.00638 4.04192 -4.75236
H17 -1.56681 3.50350 -5.59138
C18 -1.76665 3.58789 -3.43883
H18 -1.00961 2.83266 -3.23068
H19 -3.89848 2.21084 -0.42880
H20 1.91162 4.87307 0.27006
C19 0.23877 -1.21890 3.28719
As1 1.04802 -0.03562 1.95786
C20 2.06435 1.27585 3.02048
C21 2.61153 -1.19030 1.39132
C22 3.15362 -2.12800 2.25561
C23 4.23727 -2.89718 1.81154
C24 4.69287 -2.78627 0.49410
C25 4.15943 -1.81023 -0.35901
C26 3.09411 -1.04682 0.08977
As2 2.20408 0.32260 -1.10560
C27 2.49406 -0.47793 -2.83844
C28 3.56897 1.74719 -0.93608
H21 -0.78063 -0.84879 3.44453
H22 0.81311 -1.17203 4.21921
H23 0.21367 -2.23682 2.88528
H24 2.89570 0.78188 3.53624
H25 2.45294 2.06172 2.37458
H26 1.38002 1.70557 3.75287
H27 2.79210 -2.21967 3.28568
H28 4.65527 -3.64860 2.46733
H29 5.53892 -3.36637 0.14926
H30 4.52399 -1.68682 -1.38900
H31 2.28908 -1.54318 -2.77833
H32 1.78401 0.00174 -3.50601
H33 3.51575 -0.29253 -3.17226
H34 4.03679 1.72723 0.05679
H35 4.34418 1.61525 -1.70578
H36 3.06763 2.70762 -1.08168

Output
HOMO-LUMO gap (spin up / spin down) ... 0.2000 / 0.2014 hartree
Net charge ... +2
ΔE to the lowest compared entry with this formula, charge and spin ... 28.63 kcal/mol
Multiplicity ... 4